1.
An isolated molecule of C4H4F2N2. Source: the OMol25 dataset; level of theory: wB97M-V/def2-TZVPD.

Results
SMILES: F[C@H]1C=CC=NN1F
net charge: 0

Last column: natural (NBO) charge in e.
Cartesian coordinates (Å):
F (-1.76, 0.88, 0.76)  -0.3550
C (-0.51, 0.30, 1.03)  0.2590
C (-0.32, -1.08, 0.40)  -0.1731
C (0.22, -1.09, -0.76)  -0.2330
C (0.64, 0.12, -1.44)  0.0260
N (0.74, 1.26, -0.91)  -0.2014
N (0.59, 1.15, 0.64)  0.0634
F (0.31, 2.40, 1.01)  -0.2086
H (-0.49, 0.11, 2.10)  0.1816
H (-0.65, -2.01, 0.83)  0.2262
H (0.46, -2.01, -1.20)  0.2142
H (0.76, -0.02, -2.48)  0.2008

2.
A structure of composition C15H32Cl2N2NbO4. Source: the OMol25 dataset; level of theory: wB97M-V/def2-TZVPD.

Results
net charge: -1

Last column: natural (NBO) charge in e.
Cartesian coordinates (Å):
C (-1.59, -4.14, -0.41)  -0.6272
C (-1.44, -2.63, -0.44)  -0.0630
O (-1.46, -2.20, -1.79)  -0.5715
C (-1.60, -0.81, -1.98)  -0.0928
C (-0.88, -0.40, -3.27)  -0.0780
O (0.31, 0.33, -3.08)  -0.5365
C (0.09, 1.66, -2.61)  -0.0960
C (1.45, 2.30, -2.36)  -0.0749
O (1.38, 3.60, -1.81)  -0.5511
C (0.56, 3.76, -0.65)  -0.5184
Nb (1.19, 2.63, 1.24)  1.5845
C (1.22, 1.81, 3.38)  -0.8938
C (1.22, 0.31, 3.64)  0.0810
O (0.11, -0.34, 2.99)  -0.7416
C (2.57, -0.30, 3.22)  -0.2464
N (2.61, -1.70, 2.83)  -0.8285
C (-0.79, 3.62, 1.83)  -0.4494
Cl (-0.61, 5.32, 2.21)  -0.0389
C (-2.06, 3.04, 1.92)  -0.1068
C (-2.36, 1.58, 1.64)  -0.6523
Cl (-3.51, 3.90, 2.42)  -0.0793
H (-0.68, -4.66, -0.74)  0.2083
H (-1.80, -4.48, 0.62)  0.2130
H (-2.42, -4.45, -1.05)  0.2116
H (-0.51, -2.30, 0.04)  0.1829
H (-2.27, -2.13, 0.11)  0.1641
H (-2.67, -0.57, -2.00)  0.1655
H (-1.13, -0.27, -1.14)  0.1998
H (-0.59, -1.32, -3.80)  0.1908
H (-1.57, 0.16, -3.93)  0.1585
H (-0.49, 2.23, -3.36)  0.1563
H (-0.48, 1.64, -1.67)  0.1784
H (2.04, 1.63, -1.70)  0.1911
H (1.98, 2.38, -3.32)  0.1754
H (-0.50, 3.63, -0.92)  0.1690
H (0.65, 4.82, -0.36)  0.2184
H (0.66, 1.00, 0.57)  -0.3423
H (2.82, 2.02, 0.65)  -0.3492
H (2.30, 3.98, 1.81)  -0.2999
H (0.38, 2.24, 3.95)  0.2206
H (2.15, 2.23, 3.81)  0.2265
H (1.11, 0.13, 4.72)  0.1332
H (-0.44, -0.68, 3.67)  0.4617
H (3.26, -0.16, 4.07)  0.1766
H (2.97, 0.29, 2.37)  0.2117
H (2.15, -1.81, 1.94)  0.3605
H (2.13, -2.28, 3.50)  0.3387
H (-1.78, 1.23, 0.77)  0.2260
H (-2.08, 0.95, 2.50)  0.2285
H (-3.42, 1.42, 1.44)  0.2150
C (0.37, -4.32, -3.59)  -0.7448
C (0.19, -5.75, -3.37)  0.3004
N (0.06, -6.88, -3.20)  -0.3595
H (0.48, -4.13, -4.66)  0.2479
H (-0.49, -3.77, -3.21)  0.2866
H (1.26, -3.97, -3.07)  0.2593

3.
An isolated molecule of C7H9N3O3. Source: the OMol25 dataset; level of theory: wB97M-V/def2-TZVPD.

Results
net charge: 0

Last column: natural (NBO) charge in e.
Cartesian coordinates (Å):
C (0.21, 1.68, 1.68)  0.3109
C (1.83, -1.06, 0.80)  0.6160
C (-0.72, 2.43, 0.81)  -0.4793
C (-1.71, 1.42, 0.17)  -0.3730
C (-1.16, 0.23, -0.69)  -0.3824
C (-0.58, -1.09, 0.03)  -0.4622
C (0.86, -1.30, -0.23)  -0.0738
N (0.57, 0.56, 1.84)  -0.0073
N (1.29, -0.45, 1.89)  -0.3725
N (1.13, -1.74, -1.43)  0.4499
O (2.40, -2.15, -1.74)  -0.5193
O (3.05, -1.32, 0.66)  -0.6079
O (0.33, -1.72, -2.38)  -0.4190
H (-1.19, 3.28, 1.25)  0.2487
H (-0.09, 2.64, -0.08)  0.2513
H (-2.30, 1.06, 0.93)  0.1947
H (-2.35, 2.04, -0.54)  0.2099
H (-1.94, 0.04, -1.39)  0.2243
H (-0.40, 0.67, -1.23)  0.1959
H (-1.05, -1.24, 0.93)  0.2339
H (-1.15, -1.85, -0.51)  0.2487
H (2.97, -2.10, -0.75)  0.5125

4.
An isolated molecule of C6H10N2. Source: the OMol25 dataset; level of theory: wB97M-V/def2-TZVPD.

Results
SMILES: C#CCNN/C=C/C
net charge: 0

Last column: natural (NBO) charge in e.
Cartesian coordinates (Å):
C (-4.23, 0.42, -0.15)  -0.2188
C (-3.06, 0.41, 0.09)  -0.0287
C (-1.64, 0.31, 0.37)  -0.3176
N (-0.95, -0.59, -0.57)  -0.4462
N (0.03, -1.41, -0.01)  -0.4504
C (1.29, -0.85, 0.20)  -0.0217
C (1.75, 0.26, -0.35)  -0.2840
C (3.15, 0.77, -0.16)  -0.6226
H (-5.27, 0.45, -0.34)  0.2320
H (-1.19, 1.31, 0.29)  0.2239
H (-1.51, -0.03, 1.41)  0.2080
H (-1.62, -1.17, -1.06)  0.3686
H (-0.29, -1.98, 0.78)  0.3425
H (1.92, -1.47, 0.83)  0.1896
H (1.11, 0.85, -0.99)  0.2068
H (3.14, 1.71, 0.39)  0.2062
H (3.75, 0.05, 0.38)  0.2032
H (3.62, 0.96, -1.13)  0.2091

Number 1: DFT total energy -463.91614 Eh, highest occupied orbital energy -10.1004 eV, lowest unoccupied orbital energy -0.01 eV. Number 2: DFT total energy -1978.31676 Eh, highest occupied orbital energy -4.8396 eV, lowest unoccupied orbital energy 2.41 eV. Number 3: DFT total energy -661.87115 Eh, highest occupied orbital energy -9.0353 eV, lowest unoccupied orbital energy -0.42 eV. Number 4: DFT total energy -344.00236 Eh, highest occupied orbital energy -7.9075 eV, lowest unoccupied orbital energy 0.98 eV.